[1]
C18H41BCl26NOPS | ωB97M-V/def2-TZVPD

Results
Spin multiplicity ... 1
Total energy ... -13569.7849 a.u.
Gap between HOMO and LUMO ... 8.02 eV
LUMO energy ... 0.3 eV
Highest occupied orbital energy ... -7.706 eV

Each line ends with the Löwdin charge.
Cartesian coordinates (Å):
1 C -3.0790 2.5503 1.7238  -0.249
2 N -3.3816 1.9952 0.3926  -0.147
3 C -4.5913 1.1540 0.5363  -0.085
4 B -3.5688 3.0024 -0.6137  -0.796
5 O -3.6504 4.3763 -0.3693  0.062
6 P -3.7599 2.4118 -2.4276  0.977
7 C -2.4493 1.1756 -2.8179  -0.429
8 C -1.0159 1.6842 -2.6777  -0.359
9 C -0.3658 1.2651 -1.3742  -0.593
10 S -0.0607 -0.5263 -1.2667  0.678
11 H -3.5010 1.8760 2.4504  0.023
12 H -2.0163 2.5786 1.9330  -0.083
13 H -3.5121 3.5179 1.9272  0.084
14 H -4.3383 0.2947 1.1363  0.068
15 H -5.3473 1.6957 1.0878  0.092
16 H -4.9513 0.8242 -0.4168  0.058
17 H -4.5544 4.6327 -0.5287  0.092
18 H -3.4826 3.5096 -3.2767  -0.165
19 H -2.5829 0.8739 -3.8420  0.058
20 H -2.6049 0.2965 -2.2241  0.042
21 H -0.9593 2.7463 -2.8306  0.092
22 H -0.4318 1.2315 -3.4605  -0.020
23 H -0.9320 1.5500 -0.5092  0.007
24 H 0.6172 1.6956 -1.3664  0.009
25 H -1.2896 -1.0553 -1.1888  -0.143
26 C -0.0475 -0.4131 2.6275  -0.939
27 Cl -1.4780 0.3694 1.9544  0.695
28 Cl -0.2593 -0.8072 4.3377  0.550
29 H 0.1387 -1.3283 2.0778  -0.014
30 H 0.7954 0.2586 2.5300  0.043
31 C 2.2799 -3.6303 4.9086  -1.039
32 Cl 2.2195 -3.1403 3.2154  0.478
33 Cl 3.8686 -3.3261 5.6217  0.516
34 H 1.5356 -3.0660 5.4572  -0.001
35 H 2.0675 -4.6909 4.9673  0.010
36 C 2.0149 0.3249 -5.1476  -1.023
37 Cl 2.1355 2.0082 -4.6248  0.513
38 Cl 0.3351 -0.2285 -5.2111  0.556
39 H 2.4496 0.2376 -6.1350  0.009
40 H 2.5566 -0.2954 -4.4457  0.003
41 C -4.5423 4.7249 -5.9997  -1.001
42 Cl -3.1101 4.9603 -4.9885  0.529
43 Cl -6.0194 4.6318 -5.0345  0.498
44 H -4.6251 5.5609 -6.6815  0.021
45 H -4.4281 3.8012 -6.5520  0.026
46 C -2.5990 -4.1293 3.5278  -0.983
47 Cl -3.2133 -4.3011 1.8805  0.508
48 Cl -0.8572 -3.8317 3.5268  0.507
49 H -3.0960 -3.2931 4.0044  0.027
50 H -2.8007 -5.0430 4.0720  0.025
51 C 3.4988 -6.7101 1.4407  -1.014
52 Cl 4.9644 -6.4526 2.3962  0.498
53 Cl 2.0516 -6.7069 2.4533  0.495
54 H 3.4124 -5.9122 0.7139  -0.035
55 H 3.5710 -7.6675 0.9414  0.026
56 C -1.8009 1.8001 5.1125  -1.081
57 Cl -1.7240 3.4669 5.7086  0.508
58 Cl -3.4350 1.1352 5.2338  0.520
59 H -1.4949 1.7836 4.0729  -0.056
60 H -1.1345 1.1884 5.7061  -0.026
61 C 6.1595 1.4681 -6.0068  -1.004
62 Cl 5.4659 0.2855 -4.8901  0.522
63 Cl 4.9120 2.2688 -6.9675  0.509
64 H 6.6914 2.2162 -5.4338  0.026
65 H 6.8393 0.9566 -6.6754  0.024
66 C -0.2287 5.0972 0.8188  -0.951
67 Cl -0.6873 4.3220 2.3381  0.585
68 Cl 0.7565 4.0301 -0.1894  0.587
69 H -1.1324 5.3564 0.2778  0.024
70 H 0.3434 5.9860 1.0438  -0.032
71 C 1.5306 -4.0905 -2.0520  -0.988
72 Cl 2.9396 -3.8104 -1.0210  0.516
73 Cl 0.0398 -4.0983 -1.1117  0.491
74 H 1.4722 -3.2969 -2.7871  0.016
75 H 1.6397 -5.0488 -2.5434  0.029
76 C 3.1612 5.8585 3.1001  -1.009
77 Cl 2.2539 7.2633 2.5192  0.524
78 Cl 2.2686 4.9575 4.3274  0.502
79 H 3.3624 5.2020 2.2628  0.023
80 H 4.0892 6.2076 3.5331  0.021
81 C 6.2963 -1.6196 0.2119  -1.018
82 Cl 5.6298 -2.7694 1.3771  0.492
83 Cl 5.0269 -0.8639 -0.7597  0.485
84 H 6.8277 -0.8463 0.7510  0.023
85 H 6.9728 -2.1463 -0.4486  0.024
86 C -2.0755 -7.8953 1.0645  -1.028
87 Cl -1.1647 -6.5727 0.3348  0.447
88 Cl -2.1077 -9.3269 0.0247  0.503
89 H -1.6095 -8.1611 2.0051  0.024
90 H -3.0931 -7.5646 1.2317  0.015

[2]
CH3O2S2 | ωB97M-V/def2-TZVPD

Results
Spin multiplicity ... 1
SMILES ... CS(=O)(=O)[S-]
Total energy ... -986.8209 a.u.
Relative energy (zero: lowest compared OMol25 entry of this formula, charge and spin) ... 3.0 kcal/mol
Gap between HOMO and LUMO ... 7.74 eV
LUMO energy ... 3.8 eV
Charge ... -1
Highest occupied orbital energy ... -3.891 eV

Each line ends with the natural charge from an NBO analysis.
Cartesian coordinates (Å):
1 C -0.9406 -0.1708 0.0000  -0.854
2 S 0.8458 0.2755 0.0000  1.949
3 O 1.0348 1.0437 1.2268  -1.012
4 O 1.0346 1.0441 -1.2266  -1.012
5 S 1.7871 -1.4454 -0.0001  -0.716
6 H -1.1383 -0.7137 -0.9147  0.217
7 H -1.1210 -0.7863 0.8714  0.218
8 H -1.5025 0.7530 0.0433  0.209

[3]
C47H50BiN11S | ωB97M-V/def2-TZVPD

Results
Spin multiplicity ... 1
Total energy ... -3035.9152 a.u.
Relative energy (zero: lowest compared OMol25 entry of this formula, charge and spin) ... 5.5 kcal/mol
Gap between HOMO and LUMO (spin up / spin down) ... 5.96 / 5.45 eV
LUMO energy (spin up / spin down) ... -0.7 / -0.9 eV
Highest occupied orbital energy (spin up / spin down) ... -6.629 / -6.363 eV

Each line ends with the Löwdin charge.
Cartesian coordinates (Å):
1 Bi -0.8349 0.1899 0.2204  1.980
2 C 0.5678 -3.6022 0.8442  -0.151
3 C 1.6722 -2.7642 1.5405  -0.132
4 C 1.3020 -1.4624 2.3025  -0.196
5 N 1.1092 -0.1901 1.6424  -0.087
6 C 1.9785 0.7945 1.6870  -0.246
7 C 3.3345 0.5895 2.0478  -0.022
8 C 4.3779 1.4585 2.2563  -0.100
9 C 4.4260 2.8476 2.1763  -0.111
10 C 3.3896 3.6849 1.8254  -0.091
11 C 2.0995 3.3543 1.4547  -0.037
12 C 1.4263 2.1259 1.3545  -0.249
13 N 0.1584 2.0907 0.9837  -0.177
14 C -0.7193 3.2204 0.8836  -0.238
15 C -0.8388 3.7797 -0.5451  -0.150
16 C -0.2018 2.8661 -1.5922  -0.247
17 N -0.7863 1.5461 -1.6458  -0.134
18 C -0.9065 0.9479 -2.8383  -0.258
19 C -0.1776 1.3316 -3.9585  -0.030
20 C -0.2882 0.9545 -5.2971  -0.084
21 C -1.3116 0.2923 -5.9265  -0.112
22 C -2.4490 -0.2432 -5.3097  -0.087
23 C -2.6208 -0.4953 -3.9828  -0.027
24 C -1.7602 -0.2437 -2.8700  -0.258
25 N -1.7722 -0.9626 -1.7962  -0.050
26 C -2.1736 -2.3373 -1.8416  -0.186
27 C -0.9603 -3.2066 -1.4388  -0.172
28 H 0.0076 -4.1544 1.6017  0.099
29 H 1.0713 -4.3547 0.2339  0.017
30 H 2.4712 -2.5445 0.8322  0.100
31 H 2.0945 -3.4353 2.2970  0.117
32 H 2.0585 -1.3393 3.0883  0.114
33 H 0.3645 -1.6432 2.8274  0.065
34 H 3.5971 -0.4539 2.1670  0.103
35 H 5.3179 0.9911 2.5280  0.109
36 H 5.3723 3.3192 2.4013  0.095
37 H 3.6162 4.7454 1.8118  0.107
38 H 1.5014 4.2112 1.1738  0.096
39 H -0.4264 4.0126 1.5796  0.115
40 H -1.6974 2.8606 1.2118  0.075
41 H -0.3327 4.7456 -0.6152  0.109
42 H -1.8884 3.9404 -0.7846  0.094
43 H 0.8694 2.8106 -1.3782  0.085
44 H -0.3350 3.3535 -2.5662  0.121
45 H 0.6527 1.9952 -3.7537  0.091
46 H 0.5064 1.3147 -5.9395  0.104
47 H -1.2594 0.2002 -7.0022  0.094
48 H -3.2568 -0.5510 -5.9624  0.106
49 H -3.5474 -0.9757 -3.6912  0.112
50 H -2.4565 -2.6425 -2.8610  0.122
51 H -3.0386 -2.4900 -1.1910  0.109
52 H -0.2078 -2.9962 -2.1933  0.054
53 H -1.2060 -4.2606 -1.5365  0.096
54 N -3.9145 2.0190 -0.3920  0.178
55 C -3.9376 1.8699 0.9489  -0.498
56 N -4.6114 2.7858 1.6438  0.166
57 C -4.6137 2.5852 2.9654  -0.465
58 N -5.2668 3.4841 3.7302  0.155
59 N -3.9861 1.6022 3.5949  0.154
60 C -3.3365 0.7249 2.8100  -0.311
61 N -3.3213 0.8085 1.4686  0.068
62 C -2.6424 -0.3196 3.4958  -0.147
63 C -2.6325 -0.2741 4.8979  -0.011
64 C -2.0100 -1.2175 5.6667  -0.060
65 C -1.3441 -2.2684 4.9944  -0.047
66 C -1.3713 -2.3125 3.6418  -0.080
67 N -1.9983 -1.3734 2.8374  0.013
68 H -4.2876 2.8835 -0.7459  0.106
69 H -3.2268 1.5185 -0.9284  0.058
70 H -5.8585 4.1635 3.2893  0.099
71 H -5.3819 3.2654 4.7027  0.100
72 H -3.1722 0.5467 5.3404  0.104
73 H -2.0539 -1.1887 6.7413  0.101
74 H -0.8626 -3.0576 5.5492  0.110
75 H -0.9863 -3.1712 3.1161  0.119
76 C 5.4459 0.9053 -1.1463  -0.029
77 C 4.2004 1.0340 -2.0370  -0.534
78 C 3.4263 2.2812 -1.6237  -0.042
79 C 4.6310 1.2301 -3.4994  -0.040
80 C 3.4113 -0.2599 -1.8961  -0.158
81 C 4.0652 -1.4192 -2.3431  -0.050
82 C 3.4472 -2.6235 -2.2261  -0.160
83 C 2.1687 -2.7959 -1.6742  -0.575
84 S 1.6643 -4.4327 -1.8945  0.760
85 C -0.4207 -2.7685 -0.0307  -0.367
86 N 0.3387 -1.5700 -0.4124  -0.152
87 C 1.4931 -1.6415 -1.1181  -0.275
88 C 2.1698 -0.4019 -1.3160  0.023
89 C -1.7623 -2.8240 0.7937  -0.134
90 C -2.3883 -4.0631 0.5468  -0.069
91 C -3.7362 -4.3014 0.6987  -0.066
92 C -4.5513 -3.2732 1.1412  -0.065
93 C -3.9210 -2.1942 1.7208  -0.012
94 C -2.5331 -2.0205 1.6748  -0.222
95 H 6.0214 1.8284 -1.1543  0.088
96 H 6.0892 0.0995 -1.4894  0.079
97 H 5.1488 0.6951 -0.1220  0.066
98 H 4.0770 3.1537 -1.6757  0.096
99 H 3.0573 2.1969 -0.6064  0.055
100 H 2.5969 2.4358 -2.3093  0.067
101 H 5.1996 2.1536 -3.5908  0.086
102 H 3.7569 1.2922 -4.1443  0.085
103 H 5.2533 0.4163 -3.8589  0.073
104 H 5.0451 -1.3710 -2.7906  0.104
105 H 3.9343 -3.5159 -2.5892  0.077
106 H 1.6430 0.4609 -0.9406  0.068
107 H -1.7854 -4.8792 0.1870  0.125
108 H -4.1382 -5.2674 0.4408  0.109
109 H -5.6271 -3.3601 1.1446  0.107
110 H -4.4947 -1.5001 2.3167  0.119

[4]
CrFHO2P | ωB97M-V/def2-TZVPD

Results
Spin multiplicity ... 5
Total energy ... -1636.8971 a.u.
Gap between HOMO and LUMO (spin up / spin down) ... 7.53 / 7.96 eV
LUMO energy (spin up / spin down) ... 3.6 / 3.5 eV
Charge ... -1
Highest occupied orbital energy (spin up / spin down) ... -3.954 / -4.421 eV

Each line ends with the natural charge from an NBO analysis.
Cartesian coordinates (Å):
1 P 0.2376 1.2949 0.5508  1.500
2 F -0.4294 2.1181 -0.8113  -0.658
3 O -0.8995 0.1937 0.7936  -1.169
4 O 1.3233 0.3829 -0.1927  -1.213
5 Cr 0.1680 -1.1935 -0.1036  1.177
6 H -0.4001 -2.7962 -0.2368  -0.637